Record 1
The following is a quantum chemistry calculation of a structure of composition C42H40AsIrN6OPS at a distorted geometry, from OMol25.

## Properties
HOMO energy (alpha / beta) ... -18.119 / -18.118 eV
Energy ... -5106.491961 hartree
Relative energy (zero: lowest compared OMol25 entry of this formula, charge and spin) ... 19.5 kcal per mole
Frontier orbital gap (alpha / beta) ... 6.9 / 3.8 eV
Net charge ... +4
Multiplicity ... 2

Each line ends with the Mulliken charge.
CARTESIAN COORDINATES (ANGSTROEM)
Ir1 0.90578 0.18064 0.52410  2.512
C1 4.76632 3.77137 2.07674  -0.765
N1 4.14253 2.62383 1.39102  0.170
C2 4.80130 1.74136 0.58568  -0.843
C3 3.88001 0.83997 0.15114  -0.332
N2 2.66233 1.16268 0.70801  0.339
C4 2.84681 2.26200 1.44575  0.039
P1 1.54220 3.13613 2.35268  -0.375
C5 0.94064 1.66038 3.18854  0.035
N3 0.73329 0.48602 2.58740  0.323
C6 0.47938 -0.42506 3.58392  -0.798
C7 0.48806 0.22666 4.77969  -0.698
N4 0.77960 1.53450 4.51790  0.111
C8 0.90026 2.59035 5.53878  -0.765
C9 0.42137 3.05726 0.92953  -0.144
N5 0.20555 1.98211 0.15330  0.154
C10 -0.57375 2.39034 -0.90671  -0.903
C11 -0.85430 3.70957 -0.73804  -0.924
N6 -0.22897 4.10960 0.40773  0.183
C12 -0.26109 5.48088 0.95313  -0.814
H1 5.82462 3.77635 1.83737  0.338
H2 4.64747 3.67396 3.15284  0.326
H3 4.31720 4.70056 1.73526  0.349
H4 5.85832 1.81468 0.38712  0.500
H5 4.02125 0.00042 -0.50620  0.559
H6 0.34242 -1.47533 3.40658  0.767
H7 0.33222 -0.14090 5.78095  0.569
H8 0.97448 2.11574 6.51184  0.345
H9 0.02505 3.23535 5.51778  0.323
H10 1.79861 3.17715 5.36611  0.340
H11 -0.87128 1.73773 -1.70369  0.743
H12 -1.43570 4.38410 -1.34559  0.582
H13 -0.91914 6.07783 0.32986  0.354
H14 0.73596 5.91444 0.93666  0.351
H15 -0.64420 5.46877 1.97029  0.354
C13 -3.15385 -0.87510 -4.28486  -0.942
C14 -1.95888 -1.29369 -4.85349  -0.859
C15 -0.79135 -1.29126 -4.10598  -1.331
C16 -0.82475 -0.86495 -2.77672  1.247
C17 -2.02744 -0.45218 -2.20477  -1.252
C18 -3.19027 -0.45934 -2.95973  -0.460
As1 0.79517 -0.76602 -1.75723  1.615
C19 2.12563 -0.22602 -3.10293  0.827
C20 2.61293 1.09277 -3.14185  -0.367
C21 3.40761 1.47984 -4.18826  -0.581
C22 3.81341 0.51549 -5.18465  -0.500
C23 3.34756 -0.80879 -5.13939  -0.809
C24 2.55133 -1.18995 -4.09710  -0.345
C25 1.42814 -2.51245 -1.32440  0.784
C26 2.48953 -2.58589 -0.41455  -0.350
C27 2.93224 -3.82506 0.02954  -1.041
C28 2.31858 -4.97960 -0.43947  -0.659
C29 1.25611 -4.90288 -1.33536  -0.878
C30 0.80861 -3.66967 -1.78810  -0.174
H16 -4.06150 -0.88494 -4.87393  0.473
H17 -1.93324 -1.61913 -5.88525  0.492
H18 0.12685 -1.61934 -4.57410  0.432
H19 -2.06836 -0.17588 -1.16237  0.951
H20 -4.12603 -0.14864 -2.51320  0.528
H21 2.32079 1.80568 -2.38122  0.328
H22 3.73695 2.50710 -4.28557  0.502
H23 4.52723 0.81125 -5.94574  0.476
H24 3.64818 -1.51926 -5.89840  0.509
H25 2.24445 -2.22460 -4.00167  0.505
H26 2.98601 -1.68532 -0.06542  0.067
H27 3.75891 -3.89288 0.72448  0.504
H28 2.68042 -5.94818 -0.12040  0.486
H29 0.77916 -5.80897 -1.68562  0.494
H30 -0.01215 -3.61545 -2.49424  0.476
O1 -0.68020 -1.11599 0.66207  -0.462
S1 -1.72174 -1.66732 1.70423  -0.026
C31 -2.76210 -2.76960 0.78541  0.888
C32 -2.73795 -2.83487 -0.59702  -0.102
C33 -3.62657 -3.69091 -1.23289  -0.873
C34 -4.49286 -4.47928 -0.48775  -0.767
C35 -4.47573 -4.42487 0.89993  -0.853
C36 -3.59117 -3.58059 1.55256  -0.923
C37 -2.83323 -0.33441 2.11194  1.472
C38 -2.79364 0.87395 1.43833  0.556
C39 -3.70306 1.86651 1.77947  -0.946
C40 -4.62429 1.64868 2.79496  -0.787
C41 -4.63288 0.44097 3.48106  -0.805
C42 -3.72656 -0.55640 3.15284  -1.024
H31 -2.04459 -2.23297 -1.16102  0.527
H32 -3.63972 -3.74543 -2.31381  0.487
H33 -5.16461 -5.16333 -0.98885  0.455
H34 -5.13819 -5.05466 1.47803  0.456
H35 -3.54795 -3.57480 2.63463  0.489
H36 -2.07563 1.03601 0.65145  -0.063
H37 -3.70539 2.80604 1.24025  0.544
H38 -5.33471 2.42101 3.05834  0.467
H39 -5.34850 0.27082 4.27412  0.465
H40 -3.73128 -1.48674 3.70623  0.374

---

Record 2
The following is a quantum chemistry calculation of a structure of composition C42H40CdCl3N2O2S2Se2Te, from OMol25.

## Properties
HOMO energy ... -10.308 eV
Energy ... -9299.771362 hartree
Relative energy (zero: lowest compared OMol25 entry of this formula, charge and spin) ... 7.0 kcal per mole
Frontier orbital gap ... 8.1 eV
Net charge ... +1
Multiplicity ... 1

Each line ends with the Mulliken charge.
CARTESIAN COORDINATES (ANGSTROEM)
Cd1 -0.32192 -0.82178 2.13018  1.682
C1 -0.34855 -2.37165 6.34704  -1.056
Se1 -0.82525 -0.96029 5.10199  0.116
C2 -2.68606 -1.45870 4.84472  -0.895
C3 -2.90882 -2.81033 4.18970  -0.639
Se2 -2.42638 -2.78572 2.30915  -0.030
C4 -1.97430 -4.66142 2.14275  -0.866
H1 -0.94664 -2.26501 7.24870  0.374
H2 0.70090 -2.23241 6.59529  0.369
H3 -0.48622 -3.35796 5.91194  0.273
H4 -3.11787 -0.64464 4.26171  0.358
H5 -3.14930 -1.43964 5.83021  0.467
H6 -3.96192 -3.08262 4.23883  0.432
H7 -2.32897 -3.59644 4.66977  0.341
H8 -1.02910 -4.87640 2.63434  0.121
H9 -1.90411 -4.87827 1.07982  0.314
H10 -2.78324 -5.24559 2.57365  0.452
C5 -6.50618 6.71951 -2.80520  -1.070
C6 -5.71534 5.77854 -1.92837  0.758
O1 -5.55154 4.61830 -2.17688  -0.528
S1 -5.01516 6.60038 -0.48572  -0.233
C7 -4.12553 5.25337 0.23556  -0.177
C8 -2.76857 5.09942 -0.02247  -0.279
C9 -2.07702 4.03026 0.52186  -0.491
C10 -2.73183 3.09980 1.32990  0.409
C11 -4.08954 3.27259 1.60030  -0.799
C12 -4.78042 4.34196 1.05617  -0.211
C13 -2.00492 1.96154 1.83406  0.478
C14 -1.35749 0.99736 2.18919  -1.519
H11 -7.33604 6.17656 -3.25192  0.310
H12 -5.85138 7.07043 -3.60441  0.274
H13 -6.87225 7.58476 -2.25469  0.366
H14 -2.26195 5.81452 -0.65770  0.478
H15 -1.01953 3.90587 0.33019  0.644
H16 -4.60085 2.55638 2.22983  0.456
H17 -5.83552 4.47008 1.25981  0.448
Cl1 2.98979 3.70636 -0.38198  -0.248
C15 1.92125 2.80666 -1.40652  -0.095
C16 2.14555 1.45434 -1.61489  -1.720
C17 1.29421 0.75517 -2.45094  0.645
C18 0.22202 1.37453 -3.08798  -0.084
C19 -0.68949 0.56942 -3.99042  -0.701
C20 -1.85343 -0.00686 -3.20548  -1.508
N1 -1.37569 -0.83825 -2.11066  0.248
C21 -0.98114 -2.15472 -2.18764  -0.519
C22 -0.54512 -2.48882 -0.94442  -1.284
N2 -0.67776 -1.39289 -0.11183  0.643
C23 -1.18222 -0.42604 -0.84841  -0.487
O2 -0.03173 -0.52090 -4.60451  -0.318
C24 0.64748 -0.18748 -5.82190  -1.181
C25 2.01749 0.37363 -5.60642  0.397
C26 2.36463 1.67896 -5.76978  0.579
Cl2 1.33216 2.96226 -6.25461  -0.169
S2 3.99498 1.99797 -5.36871  -0.188
C27 4.25928 0.35051 -4.98488  -0.394
C28 3.13756 -0.39513 -5.16082  -0.778
C29 0.00742 2.72151 -2.82370  0.687
Cl3 -1.35216 3.55635 -3.52331  -0.184
C30 0.85189 3.45188 -2.00144  -0.857
H18 2.99317 0.96958 -1.14828  1.003
H19 1.46971 -0.29707 -2.63459  0.671
H20 -1.12776 1.22096 -4.75410  0.972
H21 -2.47107 -0.61322 -3.86524  0.386
H22 -2.46567 0.79479 -2.79292  0.534
H23 -1.03445 -2.70715 -3.10929  0.513
H24 -0.16090 -3.43132 -0.59179  0.620
H25 -1.42848 0.56470 -0.49277  0.336
H26 0.04019 0.51538 -6.39711  0.453
H27 0.70767 -1.11895 -6.38352  0.425
H28 5.24002 0.01934 -4.68158  0.465
H29 3.09166 -1.46271 -4.98812  0.452
H30 0.67609 4.50476 -1.83137  0.600
Te1 2.39971 -1.08006 0.98431  0.159
C31 4.20050 -0.80742 2.02476  0.435
C32 4.23362 -0.67759 3.40859  -0.223
C33 5.45595 -0.54330 4.05054  -0.603
C34 6.63210 -0.52799 3.31154  -0.519
C35 6.59204 -0.64477 1.92960  -0.617
C36 5.37251 -0.78569 1.27745  -0.441
C37 2.16603 -3.15051 1.39147  0.601
C38 2.45602 -4.09022 0.40241  -0.784
C39 2.36801 -5.44610 0.68730  -0.533
C40 2.00098 -5.87103 1.95894  -0.514
C41 1.71363 -4.93834 2.94374  -0.777
C42 1.79505 -3.57888 2.66166  -0.186
H31 3.31742 -0.67053 3.98520  0.371
H32 5.48887 -0.43997 5.12749  0.398
H33 7.58307 -0.41761 3.81583  0.383
H34 7.50912 -0.62606 1.35526  0.386
H35 5.34302 -0.88209 0.19942  0.385
H36 2.76336 -3.76513 -0.58365  0.440
H37 2.60398 -6.17246 -0.07959  0.416
H38 1.94456 -6.92876 2.18126  0.423
H39 1.43693 -5.26351 3.93925  0.443
H40 1.59522 -2.86233 3.44981  0.315

---

- Which value of multiplicity does entry 2 give?
  1